[1]
Below is an isolated ion of composition C5H13N2 and charge +1 at a distorted geometry, with properties calculated with ωB97M-V/def2-TZVPD.

Last column: Mulliken charge in e.
Geometry (Å):
C -2.12021 0.07502 -1.53554  -1.166
C -0.87596 0.16472 -0.67099  0.304
C -0.87916 0.35049 0.86146  -1.065
C 0.28119 -0.47778 1.43294  -0.677
C 2.55991 -1.11233 0.75723  -0.451
N 1.44846 -0.48935 0.57719  -0.269
N 0.08278 1.26055 -1.13236  -0.247
H -1.94038 -0.73421 -2.26026  0.347
H -2.94737 -0.05184 -0.85032  0.336
H -2.42769 1.08284 -1.97566  0.351
H -0.43603 -0.84865 -0.85287  0.271
H -1.75970 -0.28979 1.19350  0.337
H -1.20448 1.23704 1.39652  0.373
H 0.06363 -1.56803 1.43736  0.377
H 0.63125 -0.47509 2.46152  0.596
H 2.97629 -0.98276 1.82321  0.242
H 2.63059 -2.10622 0.35260  0.320
H 0.42695 1.06812 -2.07870  0.318
H -0.39321 2.15039 -1.14320  0.374
H 0.63072 1.42882 -0.28359  0.329

Properties
Net charge: +1
Relative energy (zero: lowest compared OMol25 entry of this formula, charge and spin) in kcal/mol: 125.5
Max |F| in eV/A: 5.4
E_LUMO in hartree: -0.14017
Structure (SMILES): C=NCC[C@@H](C)[NH3+]
Kohn-Sham gap in eV: 8.114

=====

[2]
Below is C38H22F9IN5NiPS as an isolated structure at a distorted geometry, with properties calculated with ωB97M-V/def2-TZVPD.

Last column: Mulliken charge in e.
Geometry (Å):
Ni -1.67521 0.76233 -0.66907  -0.374
S 0.38672 4.90174 5.09386  0.247
N -0.58738 3.61755 5.01596  -0.677
C -0.77144 3.32009 3.72883  0.954
C -1.57549 2.22509 3.21214  0.542
C -2.37683 1.39509 4.00173  -0.509
C -3.13233 0.41706 3.39010  -0.782
C -3.02766 0.24175 2.01058  -0.418
N -2.24586 1.00570 1.25418  -0.293
C -1.56009 2.01404 1.83677  -0.032
C -0.84259 2.91831 0.93530  -0.183
N -0.92463 2.63874 -0.38297  -0.397
C -0.36143 3.47756 -1.24495  -0.302
C 0.32915 4.61786 -0.83954  -0.888
C 0.45198 4.88654 0.50732  -0.636
C -0.14836 4.02150 1.42369  1.004
C -0.08608 4.18838 2.86495  0.760
N 0.60072 5.13125 3.51228  -0.660
H -2.40865 1.54763 5.07087  0.603
H -3.79120 -0.22130 3.95772  0.529
H -3.58012 -0.54175 1.50698  0.504
H -0.46541 3.24088 -2.29523  0.520
H 0.76021 5.26878 -1.58358  0.517
H 0.98748 5.75296 0.86513  0.603
F -3.50584 -5.30808 3.07193  -0.251
C -2.22810 -5.58115 2.77793  0.782
F -2.20512 -6.72482 2.10162  -0.266
F -1.59261 -5.77598 3.93562  -0.247
C -1.60784 -4.43815 2.00292  -0.077
C -1.47786 -3.20479 2.63546  -1.540
C -0.94949 -2.13489 1.94380  -0.241
C -0.53763 -2.28371 0.61421  0.359
C -0.63731 -3.52879 0.00498  -0.960
C -1.17727 -4.60472 0.69887  -0.914
P 0.07133 -0.82488 -0.27648  1.768
C 1.32716 -0.05159 0.77767  0.178
C 1.80122 -0.64424 1.94391  -0.616
C 2.68956 0.03906 2.76146  -1.035
C 3.11691 1.30777 2.40592  0.160
C 2.70125 1.88240 1.20935  -1.014
C 1.80639 1.20585 0.40448  -0.242
C 4.06684 2.07968 3.29617  0.746
F 4.05157 1.63139 4.54891  -0.277
F 5.32112 2.01127 2.85198  -0.250
F 3.72911 3.37846 3.33906  -0.233
C 0.93101 -1.43494 -1.74293  0.717
C 0.19270 -2.02916 -2.76817  -0.545
C 0.83248 -2.54339 -3.87993  -0.997
C 2.21628 -2.45537 -3.97474  -0.019
C 2.95695 -1.86477 -2.96356  -1.027
C 2.31570 -1.35909 -1.84437  -0.536
C 2.92436 -2.98238 -5.20316  0.788
F 4.11657 -3.49122 -4.90016  -0.254
F 2.21127 -3.92867 -5.81060  -0.262
F 3.12259 -2.00027 -6.09445  -0.231
H -1.78151 -3.09243 3.66694  0.484
H -0.81255 -1.19140 2.45777  1.141
H -0.28788 -3.68342 -1.00449  0.477
H -1.25436 -5.57089 0.22259  0.542
H 1.48197 -1.63491 2.22971  0.736
H 3.03880 -0.41336 3.67748  0.559
H 3.07226 2.85491 0.91898  0.553
H 1.48647 1.66309 -0.52418  0.612
H -0.88541 -2.10781 -2.69872  0.764
H 0.26456 -3.01708 -4.66827  0.516
H 4.03201 -1.80671 -3.04365  0.493
H 2.90433 -0.91606 -1.05398  0.446
I 0.72976 1.42285 -5.95722  0.199
C -0.95170 0.99968 -4.83752  -0.902
C -2.16974 0.67430 -5.42307  -0.039
C -3.24605 0.36735 -4.60509  -0.882
C -3.07878 0.39938 -3.23272  -0.113
N -1.90378 0.70805 -2.66255  0.300
C -0.86351 1.00059 -3.45387  0.003
H -2.27630 0.65991 -6.49887  0.481
H -4.20712 0.11084 -5.02225  0.467
H -3.90438 0.17892 -2.56505  0.455
H 0.07409 1.22559 -2.96272  0.613

Properties
Net charge: +2
<S²>: 2.01
Max |F| in eV/A: 1.0
2S+1: 3
E_LUMO (spin up / spin down) in hartree: -0.23484 / -0.26788
Kohn-Sham gap (spin up / spin down) in eV: 7.929 / 7.148

=====

[3]
Below is one molecule with the formula C21H30N2O6S at a distorted geometry, with properties calculated with ωB97M-V/def2-TZVPD.

Last column: Mulliken charge in e.
Geometry (Å):
C 1.27620 -0.58634 -4.63434  -1.774
H 0.95884 -1.56035 -4.26756  0.344
H 2.04021 -0.19575 -3.96883  0.410
H 1.72513 -0.72211 -5.61582  0.455
C 0.08269 0.36278 -4.73424  0.469
C -0.85335 -0.10680 -5.85066  -0.875
C -2.04142 0.83300 -6.01202  -0.693
C -2.81322 0.92540 -4.70256  -0.927
C -1.89351 1.40235 -3.57773  -0.761
N -2.64498 1.48503 -2.34146  0.104
C -2.86587 2.63166 -1.68477  0.770
O -2.53408 3.73090 -2.06942  -0.657
C -3.60414 2.42825 -0.34397  -0.779
H -4.48098 1.78882 -0.49031  0.359
H -3.89418 3.40218 0.05157  0.318
O -2.74438 1.85391 0.63865  -0.286
C -2.59805 0.53135 0.65539  0.636
O -3.14323 -0.21846 -0.12534  -0.734
C -1.68841 0.07247 1.73589  0.485
C -1.46457 -1.29684 1.86739  -0.690
C -0.62030 -1.76485 2.85813  -0.262
C -0.00891 -0.85953 3.70434  -0.077
C -0.22251 0.50153 3.58649  -0.848
C -1.06614 0.97438 2.59861  -0.658
H -1.24829 2.03126 2.48641  0.507
H 0.27048 1.16661 4.27678  0.435
S 1.10455 -1.43167 4.98848  1.450
O 0.76243 -0.79356 6.22355  -0.750
O 1.14550 -2.86721 4.94525  -0.674
N 2.52632 -0.73296 4.43267  0.019
C 3.44428 -0.25153 5.44877  -0.746
H 2.84410 0.18230 6.24748  0.445
C 4.30633 -1.39803 5.98144  -0.446
O 4.98750 -2.04563 4.92903  -0.416
C 4.08112 -2.58766 3.99311  -0.512
C 3.19179 -1.49339 3.39238  -0.683
H 2.42377 -1.93352 2.75586  0.352
H 3.79755 -0.79557 2.80512  0.397
H 4.68903 -3.06119 3.22039  0.377
H 3.44054 -3.33814 4.47637  0.338
H 5.07619 -1.02767 6.66019  0.374
H 3.65855 -2.11423 6.50944  0.316
H 4.07563 0.51745 4.99259  0.350
H -0.42996 -2.81774 2.99580  0.571
H -1.96199 -1.97278 1.18848  0.500
H -2.96188 0.61216 -1.93661  0.403
H -1.54384 2.41765 -3.79199  0.406
C -0.68531 0.46492 -3.40585  0.563
C 0.20485 0.96403 -2.26790  -1.637
H -0.37933 1.11275 -1.36201  0.166
H 0.66264 1.91395 -2.53501  0.338
H 0.98874 0.24717 -2.04164  0.513
H -1.06347 -0.53081 -3.14358  0.304
H -3.64961 1.61971 -4.80124  0.385
H -3.21570 -0.05688 -4.44240  0.288
H -2.69829 0.47280 -6.80586  0.380
H -1.68645 1.82621 -6.29450  0.333
H -0.29816 -0.16150 -6.78918  0.348
H -1.21298 -1.11201 -5.61818  0.328
H 0.45254 1.36173 -4.99104  0.347

Properties
Relative energy (zero: lowest compared OMol25 entry of this formula, charge and spin) in kcal/mol: 1.9
Max |F| in eV/A: 1.1
E_LUMO in hartree: -0.01541
Structure (SMILES): C[C@@H]1[C@@H](C)CCC[C@H]1NC(=O)COC(=O)c1ccc(S(=O)(=O)N2CCOCC2)cc1
Kohn-Sham gap in eV: 8.860

=====

[4]
Below is a 2-piece molecular cluster, C4H13N3 overall at a distorted geometry, with properties calculated with ωB97M-V/def2-TZVPD.

Last column: Mulliken charge in e.
Geometry (Å):
C 1.71741 0.29892 -0.31122  -0.335
C 3.17978 0.28438 0.11639  -1.120
N 1.00917 -1.08215 -0.29319  -0.573
H 1.36520 -1.67923 -1.04029  0.271
H 1.25022 -1.55779 0.57188  0.187
H 1.12387 0.97248 0.30791  0.256
H 1.63661 0.64107 -1.34558  0.311
H 3.61607 1.28042 0.04420  0.349
H 3.77453 -0.38461 -0.50599  0.296
H 3.26044 -0.05532 1.14838  0.318
N -2.99458 1.41946 0.16391  -0.577
N -1.70391 -0.97442 -0.87665  -0.648
C -2.17103 0.57118 0.94123  -0.284
C -1.52333 -0.52447 0.44730  0.003
H -3.57318 0.93380 -0.51168  0.182
H -3.60738 2.02521 0.69712  0.249
H -1.99821 -0.22285 -1.48794  0.229
H -0.82999 -1.33468 -1.24881  0.282
H -2.34007 0.64318 2.00684  0.297
H -1.19161 -1.25457 1.17620  0.307

Properties
Relative energy (zero: lowest compared OMol25 entry of this formula, charge and spin) in kcal/mol: 33.0
Max |F| in eV/A: 2.5
E_LUMO in hartree: 0.03973
Structure (SMILES): N/C=C\N.CCN
Kohn-Sham gap in eV: 8.185

=====

Q: Among the records above, which one has the lowest max |F|?
A: C38H22F9IN5NiPS

=====

Q: Which formula does entry 1 have?
A: C5H13N2

=====

Q: Among the records above, which one has the highest max |F|?
A: C5H13N2